[1]
ORCA calculation (ωB97M-V/def2-TZVPD) on a cluster of 10 separate species, C46H91F14N13O4P2S2 in total at a distorted geometry.

Structure (XYZ):
```
172
Properties=species:S:1:pos:R:3:forces:R:3:mulliken_charge:R:1
C -0.794 6.396 3.766 0.23 0.45 -0.11 -1.38
C -0.382 5.001 4.136 -0.25 -0.86 -0.89 -0.30
N 0.831 4.835 4.944 1.27 2.34 2.08 0.19
C 1.589 3.714 5.099 1.06 0.14 1.04 -0.37
C 2.644 4.041 5.956 -0.25 -0.61 -1.29 -0.42
N 2.555 5.378 6.243 -0.23 -0.30 -0.67 0.12
C 1.435 5.829 5.698 -1.22 -0.64 -1.14 -0.19
C 3.489 6.197 7.038 -1.09 0.26 1.46 -0.77
H -1.563 6.255 3.007 -0.15 0.29 0.13 0.40
H 0.025 6.927 3.281 0.07 0.01 -0.04 0.38
H -1.170 7.038 4.563 -0.12 -0.26 0.09 0.38
H -0.164 4.501 3.192 0.19 -0.13 -0.03 0.40
H -1.217 4.423 4.532 0.16 0.12 0.56 0.31
H 1.306 2.798 4.603 0.23 0.02 0.15 0.50
H 3.488 3.478 6.324 -0.21 -0.13 -0.19 0.42
H 1.016 6.799 5.923 0.03 0.00 -0.42 0.37
H 2.804 6.779 7.654 0.28 0.05 0.42 0.35
H 4.118 6.960 6.578 -0.05 -0.69 -0.93 0.31
H 4.060 5.549 7.703 0.00 0.06 -0.26 0.31
C -7.847 -0.426 7.020 0.06 0.34 -0.65 -1.07
C -6.467 -0.908 6.541 -0.82 -0.21 0.00 -0.35
N -6.223 -0.683 5.110 -1.45 0.82 -3.76 0.21
C -5.456 0.298 4.492 0.16 -0.27 0.55 -0.34
C -5.547 0.181 3.126 -0.29 -0.23 0.45 -0.61
N -6.483 -0.821 2.863 0.39 0.98 4.68 0.16
C -6.903 -1.265 4.076 0.70 -0.27 0.36 -0.17
C -6.967 -1.321 1.650 -0.13 -0.94 -2.44 -0.79
H -7.889 0.662 7.062 0.07 0.02 -0.02 0.32
H -8.126 -0.795 8.007 0.30 -0.18 -0.11 0.36
H -8.604 -0.740 6.301 -0.13 -0.10 0.14 0.35
H -6.426 -1.997 6.567 0.36 0.07 0.88 0.30
H -5.688 -0.380 7.090 0.20 -0.53 -0.06 0.27
H -5.005 0.980 5.197 0.55 0.19 -0.69 0.44
H -5.022 0.665 2.315 -0.10 0.21 0.20 0.56
H -7.652 -2.032 4.203 0.07 0.01 -0.05 0.36
H -7.442 -0.584 1.003 -0.09 0.24 0.41 0.36
H -7.659 -2.147 1.817 0.04 0.17 0.10 0.27
H -6.121 -1.705 1.079 -0.02 -0.14 -0.05 0.37
C -0.267 -4.905 -3.499 0.28 -0.87 0.91 -1.10
C 0.656 -4.364 -4.533 -0.26 1.26 -1.96 -0.62
N 1.838 -5.147 -4.909 1.97 0.41 -0.95 0.26
C 1.831 -6.417 -5.436 1.97 -0.72 0.62 -0.29
C 3.175 -6.782 -5.708 -2.72 1.53 -0.69 -0.45
N 3.920 -5.587 -5.651 -3.75 -1.48 1.85 0.14
C 3.087 -4.673 -5.092 1.22 0.17 -0.73 -0.46
C 5.288 -5.426 -6.056 0.63 0.00 0.35 -0.72
H 0.221 -5.591 -2.807 0.25 -0.10 -0.06 0.33
H -1.033 -5.487 -4.012 -0.39 0.30 0.51 0.35
H -0.610 -4.098 -2.852 -0.55 -0.07 -0.38 0.33
H 0.886 -3.303 -4.432 0.79 -0.22 0.65 0.49
H 0.091 -4.279 -5.462 -0.11 -0.28 -0.21 0.37
H 0.867 -6.885 -5.574 0.38 -0.56 0.20 0.43
H 3.500 -7.751 -6.055 0.37 0.34 -0.18 0.40
H 3.486 -3.676 -4.981 -0.64 0.22 0.37 0.59
H 5.588 -6.394 -6.457 0.21 0.39 -0.30 0.28
H 5.888 -5.224 -5.169 0.16 0.11 -0.19 0.28
H 5.343 -4.601 -6.766 0.27 -0.26 -0.10 0.39
C -3.193 1.548 -7.060 -0.93 -0.67 0.43 -1.03
C -3.936 0.347 -6.405 1.42 -0.51 -0.79 -0.58
N -5.244 0.697 -5.895 -3.86 0.59 -0.30 0.26
C -5.479 1.669 -4.909 -3.33 -1.79 -0.53 -0.51
C -6.898 1.679 -4.764 1.15 0.89 0.48 -0.48
N -7.507 0.863 -5.673 2.46 0.22 -1.59 0.11
C -6.516 0.297 -6.403 1.55 0.19 1.81 -0.10
C -8.975 0.769 -6.001 1.29 -0.48 0.15 -0.84
H -3.192 2.387 -6.364 0.10 0.05 -0.12 0.36
H -3.747 1.818 -7.959 0.22 0.21 -0.02 0.32
H -2.162 1.293 -7.308 -0.16 -0.08 0.01 0.35
H -3.324 -0.132 -5.641 -0.18 0.53 0.63 0.34
H -4.032 -0.499 -7.086 -0.42 0.31 -0.44 0.34
H -4.694 2.156 -4.350 -0.15 0.04 -0.11 0.54
H -7.602 2.184 -4.120 0.69 0.54 0.26 0.53
H -6.765 -0.553 -7.021 0.67 0.23 -0.48 0.36
H -9.425 1.755 -6.109 0.13 -0.06 0.68 0.36
H -9.339 0.104 -5.218 -0.76 0.40 -0.29 0.35
H -9.065 0.327 -6.994 0.11 -0.30 0.22 0.32
C 3.634 -5.599 0.583 1.22 0.33 0.50 -0.93
C 5.063 -5.140 0.952 -0.43 -0.96 0.60 -0.65
N 5.433 -4.063 0.089 2.46 3.80 -2.33 0.25
C 6.330 -4.178 -1.018 -1.30 2.24 0.11 -0.40
C 6.410 -2.910 -1.627 -0.22 -1.59 1.09 -0.47
N 5.673 -2.033 -0.859 -0.36 -1.69 1.97 0.17
C 5.143 -2.704 0.186 0.09 -1.86 -1.13 -0.22
C 5.417 -0.621 -1.063 -0.44 0.67 -2.13 -0.88
H 3.641 -5.796 -0.490 -0.27 -0.02 0.04 0.28
H 2.976 -4.765 0.826 -0.43 -0.40 -0.06 0.33
H 3.425 -6.525 1.119 -0.37 0.22 0.01 0.36
H 5.769 -5.961 0.825 0.07 0.12 -0.33 0.34
H 5.238 -4.824 1.980 -0.54 0.04 0.09 0.38
H 6.840 -5.100 -1.257 -0.21 0.07 0.00 0.46
H 6.906 -2.577 -2.526 0.16 -0.10 0.16 0.55
H 4.467 -2.228 0.882 0.12 -0.26 0.13 0.37
H 4.593 -0.530 -1.771 -0.48 -0.16 0.24 0.41
H 6.198 -0.204 -1.698 0.51 0.16 0.76 0.37
H 5.146 -0.030 -0.188 0.54 -0.47 0.13 0.28
C 7.087 5.665 -2.682 -0.04 0.65 -0.61 -1.45
C 5.594 5.680 -2.430 -0.25 -0.27 0.59 -0.12
C 4.993 7.073 -2.498 -1.20 -0.21 0.42 -0.80
N 3.492 7.098 -2.028 0.79 -0.33 0.86 0.12
C 3.416 6.599 -0.558 -0.19 -0.72 -0.94 -1.12
C 2.968 8.516 -2.070 0.69 0.10 0.08 -0.55
C 1.503 8.406 -2.481 -0.71 1.51 1.27 -0.48
C 1.187 6.960 -2.646 0.42 -1.41 -0.67 -0.75
C 2.538 6.361 -3.010 0.67 -0.02 0.25 -0.59
H 7.649 6.446 -2.169 -0.19 -0.10 0.56 0.36
H 7.228 5.949 -3.725 0.37 -0.68 -0.20 0.38
H 7.479 4.685 -2.412 0.23 0.18 -0.44 0.36
H 5.419 5.252 -1.443 0.00 0.27 0.27 0.22
H 5.107 4.953 -3.080 -0.07 0.29 -0.44 0.39
H 4.983 7.558 -3.474 0.01 -0.41 -0.20 0.45
H 5.542 7.755 -1.849 -0.16 -0.02 0.26 0.42
H 3.592 5.523 -0.521 0.10 0.08 -0.31 0.35
H 2.428 6.719 -0.114 0.00 0.52 -0.41 0.48
H 4.176 7.075 0.062 -0.07 0.30 -0.37 0.36
H 3.172 8.984 -1.107 -0.27 -0.12 0.06 0.35
H 3.626 9.044 -2.761 -0.42 0.06 -0.32 0.39
H 0.833 8.716 -1.679 0.24 0.60 0.11 0.29
H 1.264 9.079 -3.304 0.13 -0.44 -0.26 0.36
H 0.884 6.474 -1.719 -0.26 0.26 0.09 0.26
H 0.374 6.805 -3.356 0.31 -0.26 -0.15 0.45
H 2.687 5.284 -2.929 -0.21 0.09 0.25 0.45
H 2.882 6.655 -4.001 -0.03 0.12 -0.02 0.39
C -1.981 -5.002 3.835 -0.36 0.24 0.92 -1.58
C -1.953 -6.283 4.707 -0.46 0.73 -0.03 -0.02
C -1.256 -6.130 6.060 0.33 -0.82 -0.04 -0.62
N -0.956 -7.488 6.746 2.11 -0.99 0.38 0.27
C 0.085 -8.232 5.851 -0.79 -0.28 1.10 -1.20
C -2.176 -8.463 7.000 0.40 2.33 0.46 -0.52
C -2.567 -8.168 8.492 0.37 -1.08 -0.68 -0.52
C -1.217 -8.122 9.185 0.64 1.03 -1.36 -0.55
C -0.372 -7.269 8.240 -0.08 0.11 -1.25 -0.52
H -1.023 -4.655 3.448 0.18 -0.49 -0.01 0.38
H -2.344 -4.157 4.420 -0.32 0.07 -0.07 0.37
H -2.664 -5.190 3.007 0.11 0.19 -0.01 0.39
H -1.483 -6.992 4.025 -0.06 -0.54 0.63 0.17
H -2.979 -6.561 4.948 -0.10 -0.21 -0.63 0.29
H -1.765 -5.563 6.840 -0.49 0.14 -0.48 0.44
H -0.338 -5.590 5.828 0.51 -0.42 0.65 0.34
H 1.000 -7.653 5.728 -0.44 0.34 -0.29 0.35
H -0.427 -8.557 4.945 0.28 0.49 -0.11 0.44
H 0.401 -9.163 6.322 -0.23 0.11 0.44 0.48
H -1.785 -9.469 6.842 -0.27 0.11 0.05 0.43
H -2.870 -8.128 6.229 -0.35 -0.72 0.31 0.18
H -3.121 -9.005 8.917 -0.43 0.21 -0.25 0.37
H -3.104 -7.229 8.627 -0.13 -0.11 -0.21 0.30
H -0.728 -9.096 9.164 -0.35 -0.13 0.73 0.35
H -1.209 -7.596 10.140 -0.10 -0.64 0.21 0.33
H 0.666 -7.597 8.288 0.01 0.30 -0.44 0.30
H -0.442 -6.194 8.406 0.01 -0.12 0.10 0.35
N 5.865 0.075 -6.585 -5.59 1.77 0.41 -0.20
S 4.814 1.222 -7.307 -4.98 2.61 -0.20 1.03
O 4.417 1.064 -8.701 1.15 -0.60 2.26 -0.53
O 4.786 2.617 -6.846 1.70 -2.19 -0.25 -0.56
F 3.508 0.752 -6.511 -0.06 -1.13 0.31 -0.27
S 7.016 0.490 -7.432 10.22 0.80 -4.30 1.02
O 7.813 1.649 -6.938 -2.26 -2.29 -1.04 -0.60
O 6.971 0.250 -8.881 -0.57 1.13 2.38 -0.56
F 7.953 -0.757 -7.057 0.21 -0.31 0.88 -0.31
P -0.456 1.039 -0.843 -3.03 1.99 0.42 1.22
F -1.808 0.165 -1.084 0.24 -0.82 -0.58 -0.39
F 0.339 -0.355 -0.757 1.23 0.25 -1.11 -0.35
F -0.239 1.393 -2.409 -0.24 -1.70 -0.08 -0.35
F 0.777 2.031 -0.619 1.08 -0.29 0.83 -0.36
F -1.528 2.290 -0.756 0.78 0.50 -0.02 -0.37
F -0.631 0.907 0.766 0.08 -0.11 0.76 -0.39
P -6.103 7.326 -2.042 0.83 0.18 -0.72 1.16
F -5.973 6.997 -3.637 0.20 -0.13 0.47 -0.36
F -5.237 6.000 -1.654 0.81 -0.38 -0.88 -0.37
F -4.739 8.282 -2.132 -0.38 -1.05 0.05 -0.39
F -6.159 7.559 -0.475 -0.52 0.95 1.11 -0.35
F -6.955 8.632 -2.367 -0.48 -0.02 0.16 -0.34
F -7.433 6.400 -1.968 -0.32 0.13 -0.14 -0.36
```
Positions in Å, forces in eV/Å.

Results
**Charge**: +4
**DFT total energy**: -155003.021 eV



[2]
ORCA calculation (ωB97M-V/def2-TZVPD) on a structure of composition C9H19F6MnN4O13S6 at a distorted geometry.

Structure (XYZ):
```
58
Properties=species:S:1:pos:R:3:forces:R:3:mulliken_spin:R:1
Mn 0.951 0.428 0.423 -0.99 -1.04 0.66 4.57
N 0.577 1.824 1.827 0.68 -0.17 4.72 0.08
S 0.351 3.342 1.832 -3.18 8.31 -4.81 0.01
O 1.556 4.184 1.959 -2.52 -2.14 0.38 0.01
O -0.954 3.901 2.292 3.45 -2.02 -0.73 0.01
F 0.087 3.287 0.179 0.12 0.31 0.83 0.01
S 1.166 1.896 3.439 4.42 -5.66 5.11 0.02
O 0.475 2.653 4.490 0.97 -0.78 -3.12 0.01
O 2.648 1.720 3.505 -4.23 1.28 -0.82 0.00
F 0.705 0.347 3.821 -0.03 1.76 -0.70 0.00
N 2.641 0.385 -0.543 2.13 5.64 -1.54 0.09
S 3.564 1.721 -1.164 1.05 8.02 0.64 0.01
O 3.350 2.216 -2.513 -0.81 -1.56 1.83 0.01
O 4.940 1.843 -0.695 -2.17 -1.70 -0.34 0.01
F 2.853 2.940 -0.267 0.17 -2.17 -0.78 0.01
S 3.595 -0.527 -1.291 1.42 -13.54 -1.94 0.01
O 4.549 -1.267 -0.489 0.58 3.13 -0.83 0.01
O 3.706 -0.492 -2.736 0.84 2.18 1.31 0.01
F 2.565 -1.801 -1.306 -1.29 0.33 0.12 0.00
N 3.445 -3.175 1.275 -2.78 2.48 2.31 0.00
S 2.632 -2.054 2.284 3.88 2.05 0.27 0.01
O 2.454 -2.381 3.666 -0.62 -0.21 -1.28 0.00
O 1.689 -1.145 1.654 -0.45 -0.54 0.21 0.00
F 3.899 -1.166 2.250 0.59 0.94 0.63 0.00
S 2.221 -4.118 1.244 -2.95 -6.75 -0.76 0.00
O 0.931 -3.570 0.704 2.85 -1.24 1.19 0.00
O 2.131 -5.138 2.323 -0.50 2.85 -1.44 0.00
F 2.831 -5.100 0.146 -0.41 0.52 -0.93 0.00
C -1.945 -0.897 -2.929 0.62 1.79 -0.05 0.00
C -1.336 0.291 -2.072 -1.02 -0.24 0.60 0.04
C -2.381 1.488 -2.011 0.02 -0.20 0.09 0.00
C -3.640 1.261 -1.124 1.72 -0.10 0.02 0.00
C -3.113 0.853 0.276 -2.08 1.39 -0.77 -0.01
C -2.200 -0.325 0.318 -1.06 -1.01 -0.51 0.02
N -1.014 -0.093 -0.608 -0.04 0.58 -0.17 -0.11
O -0.005 -1.175 -0.570 -2.13 0.93 -0.47 0.03
C -1.822 -0.530 1.776 0.88 -1.17 -0.33 0.07
C -3.058 -1.581 -0.078 0.51 0.17 0.13 0.00
C -0.053 0.840 -2.718 -0.52 -0.23 1.01 0.06
H -1.345 -1.804 -2.857 -0.52 -0.23 0.23 0.00
H -1.870 -0.575 -3.967 0.40 0.04 -0.14 0.00
H -3.029 -0.938 -2.823 0.27 -0.70 0.50 0.00
H -1.802 2.352 -1.683 -0.16 0.08 0.48 0.00
H -2.675 1.774 -3.021 0.07 -0.39 -0.30 0.00
H -4.307 0.520 -1.564 0.25 -0.47 0.07 0.00
H -4.307 2.119 -1.041 0.48 0.42 -0.03 0.00
H -4.041 0.620 0.800 0.16 -0.57 0.49 0.00
H -2.764 1.708 0.854 0.59 0.22 -0.39 0.00
H -1.249 0.270 2.245 -0.19 -0.05 -0.15 0.00
H -2.702 -0.777 2.371 -0.12 0.43 -0.12 0.00
H -1.259 -1.464 1.782 0.53 0.04 0.47 -0.01
H -2.422 -2.459 0.036 -0.17 -0.32 -0.19 0.00
H -3.889 -1.688 0.619 0.23 0.05 0.30 0.00
H -3.546 -1.567 -1.053 0.49 0.10 0.06 0.00
H -0.368 1.045 -3.742 0.86 0.11 -0.09 0.00
H 0.823 0.210 -2.566 -0.26 -0.61 -0.85 -0.01
H 0.272 1.736 -2.190 -0.39 0.53 -0.22 0.01
H -0.508 -1.969 -0.765 0.41 -0.88 0.14 0.02
```
Positions in Å, forces in eV/Å.

Results
**Charge**: -1
**Energy relative to the best compared isomer or geometry (same formula, charge and spin)**: 123.7 kcal/mol
**Spin multiplicity**: 6



Question: The lowest charge belongs to which entry?
Answer: C9H19F6MnN4O13S6



Question: The highest charge belongs to which entry?
Answer: C46H91F14N13O4P2S2



Question: Among the records above, which one has the highest charge?
Answer: C46H91F14N13O4P2S2